Entry 1:
ORCA calculation (ωB97M-V/def2-TZVPD) on an isolated molecule of C27H32FN5O3S.

ORCA input file:
```
! RIJCOSX wB97M-V def2-TZVPD def2/J DEFGRID3
* xyz 0 1
C 3.16778 5.43692 0.21959
C 3.08729 3.98570 -0.23965
C 3.68638 3.04044 0.79915
C 3.78498 1.58340 0.34504
C 2.42778 0.92662 0.06995
C 2.06828 0.93772 -1.41954
N 0.79602 0.29742 -1.64469
C 0.49806 -0.95202 -2.11362
C 1.46830 -1.92827 -2.69039
O 2.73182 -1.94230 -2.07412
C 2.84281 -2.42248 -0.79979
C 1.80937 -2.93627 -0.02881
C 2.06046 -3.38982 1.25685
C 3.33088 -3.33555 1.79689
C 4.37404 -2.81921 1.04359
C 4.12214 -2.37257 -0.23489
F 5.13523 -1.85710 -0.96700
N -0.79042 -1.14992 -2.07918
N -1.37698 -0.04553 -1.58824
C -0.42744 0.81238 -1.32528
S -0.64027 2.41328 -0.68642
C -2.36514 2.24553 -0.12045
C -2.31189 1.28316 1.06202
O -1.73733 1.60009 2.07997
N -2.85116 0.04658 0.83333
C -3.96785 -0.11162 0.00138
C -4.97861 0.84092 -0.05986
C -6.05909 0.65926 -0.90557
C -6.14892 -0.48152 -1.68566
C -5.17189 -1.45721 -1.59985
C -4.08903 -1.28407 -0.74997
N -3.11662 -2.25848 -0.60773
C -2.18788 -2.26557 0.37134
O -1.33040 -3.12095 0.42812
C -2.34915 -1.18246 1.46093
C -0.98202 -1.00490 2.11488
C -3.36900 -1.69408 2.48860
H 2.62941 5.56802 1.15541
H 2.72874 6.09802 -0.52389
H 4.20284 5.73380 0.37534
H 2.03940 3.73220 -0.41018
H 3.62674 3.87578 -1.18374
H 3.08720 3.08915 1.71104
H 4.69234 3.38759 1.04818
H 4.40941 1.51848 -0.54834
H 4.29027 1.02119 1.13258
H 1.65062 1.44381 0.63589
H 2.44616 -0.11244 0.40823
H 2.82708 0.40225 -1.99284
H 1.99766 1.96385 -1.78869
H 0.99630 -2.91804 -2.68248
H 1.67686 -1.65147 -3.73119
H 0.79940 -2.98365 -0.40239
H 1.23641 -3.78751 1.82720
H 3.51662 -3.68860 2.79891
H 5.37793 -2.75704 1.43256
H -2.94992 1.89508 -0.96520
H -2.65868 3.24484 0.19609
H -4.91395 1.72277 0.56005
H -6.83333 1.40934 -0.94936
H -6.98678 -0.61801 -2.35145
H -5.23882 -2.35647 -2.19332
H -3.02084 -2.95659 -1.33348
H -1.04007 -0.36715 2.98994
H -0.61337 -1.98655 2.39953
H -0.27436 -0.57195 1.41068
H -3.03029 -2.63880 2.90553
H -3.46813 -0.96784 3.29229
H -4.34344 -1.84153 2.02618
*
```

DFT total energy	-2045.66302	Eh
HOMO-LUMO gap	0.320	Eh
energy above the lowest of the compared OMol25 structures with the same formula, charge and spin	0.0	kJ/mol
structure (SMILES)	CCCCCCn1c(COc2ccccc2F)nnc1SCC(=O)N1c2ccccc2NC(=O)C1(C)C

Entry 2:
ORCA calculation (ωB97M-V/def2-TZVPD) on a cluster of 2 separate species, C6H11N in total.

ORCA input file:
```
! RIJCOSX wB97M-V def2-TZVPD def2/J DEFGRID3
* xyz 0 1
C -1.70137 -1.57920 -0.29907
C -2.69977 -0.73240 -0.51933
C -2.57278 0.71040 -0.66221
C -1.56925 1.44810 -0.20202
H -1.87009 -2.63828 -0.20408
H -0.67876 -1.25206 -0.21726
H -3.70695 -1.11665 -0.62852
H -3.39554 1.19454 -1.17454
H -0.74638 1.02017 0.34455
H -1.54271 2.51534 -0.34347
C 1.89427 -0.35284 1.37658
C 2.22816 0.05863 0.16013
N 3.52203 0.28412 -0.27097
H 0.88084 -0.59552 1.63508
H 2.63300 -0.47903 2.14983
H 1.48610 0.17962 -0.61860
H 3.63413 0.97603 -0.99430
H 4.20507 0.35902 0.46820
*
```

DFT total energy	-289.89354	Eh
HOMO-LUMO gap	0.340	Eh
energy above the lowest of the compared OMol25 structures with the same formula, charge and spin	205.2	kJ/mol
structure (SMILES)	C=CC=C.C=CN

Entry 3:
ORCA calculation (ωB97M-V/def2-TZVPD) on a structure of composition C2H4F6LiNO6S2.

ORCA input file:
```
! RIJCOSX wB97M-V def2-TZVPD def2/J DEFGRID3
* xyz 0 1
Li -0.46908 0.32347 -1.16490
C 2.32985 1.65873 -0.36950
F 3.62016 1.72646 -0.57881
F 1.90957 2.68458 0.42759
F 1.75128 1.71469 -1.62247
S 2.03326 -0.08790 0.49637
O 2.58603 -1.09761 -0.38384
O 2.74021 -0.02530 1.79623
N 0.25564 -0.10587 0.59408
S 0.04858 -0.91252 1.92886
O 0.77200 -2.20978 1.90826
O 0.24705 -0.02244 3.10156
C -1.84613 -1.38484 1.88433
F -2.11795 -2.07491 0.76062
F -2.06521 -2.23100 2.88640
F -2.57028 -0.26188 1.96548
O -1.42244 1.95835 -1.76318
H -1.04994 2.55221 -2.41495
H -2.36940 2.05579 -1.86318
O -1.39464 -1.07050 -2.36857
H -1.61731 -1.26313 -3.27936
H -1.37125 -1.92657 -1.94101
*
```

DFT total energy	-1987.91245	Eh
HOMO-LUMO gap	0.325	Eh
energy above the lowest of the compared OMol25 structures with the same formula, charge and spin	190.0	kJ/mol

Entry 4:
ORCA calculation (ωB97M-V/def2-TZVPD) on an isolated molecule of C2H7O3PS3.

ORCA input file:
```
! RIJCOSX wB97M-V def2-TZVPD def2/J DEFGRID3
* xyz 0 1
C 0.74658 -1.59802 -0.88931
C 0.09989 -0.31565 -0.33003
O -1.97470 -1.34810 0.64413
O -2.78465 1.11302 -0.65428
O -1.31856 0.68028 1.59460
P -3.45966 -0.12519 -0.31417
S -3.60379 -1.42018 -1.72465
S -4.79173 0.26996 1.31391
S -0.58152 -0.55466 1.25440
H 1.39645 -2.02196 -0.14605
H 0.04377 -2.37756 -1.16464
H 1.31387 -1.55677 -1.86200
H -0.74571 -0.16976 -0.99764
H 0.70058 0.67318 -0.17281
H -2.10329 -2.36370 0.45618
H -4.11394 1.30835 1.83808
*
```

DFT total energy	-1842.00509	Eh
HOMO-LUMO gap	0.328	Eh

Entry 5:
ORCA calculation (ωB97M-V/def2-TZVPD) on a cluster of 2 separate species, C2H7N2O2 in total.

ORCA input file:
```
! RIJCOSX wB97M-V def2-TZVPD def2/J DEFGRID3
* xyz -1 1
N 0.63670 -0.33239 -1.93167
C 0.45041 -0.95439 -0.63641
N 1.60053 -0.79479 0.35053
H 1.57054 0.10424 -2.05645
H -0.06186 0.21926 -2.36891
H 0.52535 -2.03941 -0.69535
H -0.47820 -0.60537 -0.19964
H 1.82509 0.23684 0.43783
H 0.98358 -0.85511 1.15475
O -2.33082 0.91220 0.38169
C -1.75119 1.27117 1.46883
O -0.50322 1.45326 1.76145
H -2.46691 1.38450 2.33335
*
```

DFT total energy	-340.42389	Eh
HOMO-LUMO gap	0.322	Eh
energy above the lowest of the compared OMol25 structures with the same formula, charge and spin	124.5	kJ/mol

Entry 6:
ORCA calculation (ωB97M-V/def2-TZVPD) on a structure of composition C10H30CuNO6P2Si2Te.

ORCA input file:
```
! RIJCOSX wB97M-V def2-TZVPD def2/J DEFGRID3
* xyz 0 1
Cu 0.29619 -1.76135 -1.16605
N -1.63488 -0.91542 -4.69070
C -0.75912 -0.95636 -3.49600
C 0.51666 -0.17395 -3.69663
P -0.42466 -2.76949 -3.35770
O -1.90488 -3.14017 -2.79357
O -0.31336 -3.27848 -4.74623
O 0.65763 -3.08199 -2.36780
P -1.90501 -0.45975 -2.09274
O -1.32004 1.03643 -1.71395
O -3.20955 -0.29186 -2.79659
O -1.79699 -1.27426 -0.85116
H -1.48979 -1.84037 -5.15389
H -1.45362 -0.13778 -5.32562
H -2.59886 -0.79223 -4.22952
H 1.10011 -0.61747 -4.50751
H 1.12353 -0.22234 -2.78363
H 0.31218 0.87454 -3.91285
H -2.06569 -4.08649 -2.79626
H -2.00584 1.67663 -1.90106
C 2.77632 4.11638 1.55856
Si 1.61880 2.96265 0.57239
C 1.74978 3.25423 -1.31193
C -0.18918 3.31681 1.08350
C 2.08499 1.16097 0.96899
Te 0.33391 -0.06055 0.56413
C 0.92684 -1.61547 1.95170
Si -0.40910 -1.69478 3.30490
C 0.11971 -2.87899 4.71158
C -0.59037 0.06850 4.02491
C -2.03918 -2.26755 2.50741
H 2.57047 5.15735 1.33589
H 3.81969 3.93089 1.32947
H 2.64626 3.97907 2.62696
H 1.44699 4.26259 -1.57559
H 1.09584 2.56086 -1.83312
H 2.76152 3.10900 -1.67847
H -0.51078 4.30942 0.78314
H -0.32071 3.23683 2.15831
H -0.84836 2.59079 0.60956
H 2.30168 1.04290 2.02416
H 2.94559 0.80650 0.41086
H 1.90591 -1.35109 2.33516
H 1.01436 -2.54939 1.40828
H 1.03055 -2.54989 5.20145
H 0.28889 -3.88752 4.34754
H -0.65680 -2.93096 5.46727
H 0.30181 0.37583 4.56229
H -1.42624 0.14210 4.71219
H -0.75472 0.77731 3.21392
H -1.99673 -3.31805 2.23548
H -2.23422 -1.70728 1.59608
H -2.88752 -2.13730 3.17248
*
```

DFT total energy	-4075.68064	Eh
HOMO-LUMO gap	0.311	Eh